Entry 1:
The following is a DFT calculation (the ωB97M-V functional and the def2-TZVPD basis) of 2 unconnected molecules or ions with the total composition C11H15NO.

```
28
Properties=species:S:1:pos:R:3:mulliken_charge:R:1
C -2.74 1.56 1.07 -1.481
C -1.39 1.23 0.88 0.545
C -0.45 1.72 1.88 -0.735
C -0.64 1.02 -0.31 1.001
C 0.76 1.28 -0.05 0.093
C -1.02 0.49 -1.54 -0.436
C 1.72 0.94 -0.91 -0.479
C -0.04 0.30 -2.44 -0.646
C 1.40 0.68 -2.17 -0.781
N 0.84 1.68 1.30 -0.153
H -3.15 2.40 0.37 0.296
H -3.16 2.01 1.98 0.387
H -0.44 2.00 2.97 0.347
H 1.59 2.35 1.51 0.283
H -2.15 0.34 -1.69 0.310
H 2.72 1.19 -0.51 0.298
H -0.15 0.15 -3.48 0.427
H 2.10 0.49 -2.93 0.362
H -3.48 0.83 0.81 0.363
C 1.14 -2.97 -0.10 -0.238
C 0.45 -2.52 1.24 -0.663
O 1.86 -1.92 -0.65 -0.502
H 1.80 -3.87 0.10 0.283
H 0.24 -3.03 -0.75 0.225
H 1.32 -1.86 1.72 0.158
H 1.24 -1.38 -1.29 0.289
H 0.08 -3.28 1.93 0.418
H -0.42 -1.82 1.08 0.027
```

Values from the calculation:
Kohn-Sham gap (eV): 8.677
HOMO energy (Ha): -0.288

Entry 2:
The following is a DFT calculation (the ωB97M-V functional and the def2-TZVPD basis) of 2 unconnected molecules or ions with the total composition C6H8N2S.

```
17
Properties=species:S:1:pos:R:3:mulliken_charge:R:1
C -0.02 2.32 1.02 -0.388
C -0.76 2.80 2.08 -0.507
C -0.28 0.94 1.06 0.139
C 0.21 -2.24 0.22 -0.729
C 0.78 -1.08 -0.43 0.662
C 0.77 -0.50 -1.74 -1.192
N -1.37 1.82 2.75 -0.909
N -1.05 0.70 2.15 0.381
S 2.03 -1.99 0.36 -0.125
H 0.56 2.75 0.23 0.355
H -0.88 3.79 2.35 0.478
H -0.30 -2.34 1.19 0.208
H -0.05 -3.04 -0.32 0.344
H 1.23 -1.22 -2.60 0.293
H 1.22 0.39 -1.93 0.359
H -0.18 -0.40 -2.02 0.382
H -1.12 -0.20 2.54 0.247
```

Values from the calculation:
Kohn-Sham gap (alpha / beta) (eV): 7.238 / 8.401
HOMO energy (alpha / beta) (Ha): -0.295 / -0.326

Entry 3:
The following is a DFT calculation (the ωB97M-V functional and the def2-TZVPD basis) of a molecular structure, C18H42F12O19S11Zn.

```
103
Properties=species:S:1:pos:R:3:mulliken_charge:R:1
Zn -0.38 1.65 -2.80 0.826
C 1.04 -0.63 0.64 0.132
F 1.98 -1.05 -0.23 -0.131
F 1.02 -1.45 1.68 -0.099
F 1.40 0.61 0.97 -0.136
S -0.65 -0.62 -0.20 0.011
O -0.42 0.28 -1.33 0.831
O -0.87 -2.03 -0.52 -0.659
O -1.61 -0.10 0.74 -0.586
C 2.02 -0.66 -5.63 0.366
F 1.44 -1.83 -5.35 -0.217
F 3.11 -0.88 -6.35 -0.212
F 1.14 0.04 -6.35 -0.225
S 2.51 0.21 -4.03 1.227
O 1.30 0.89 -3.54 -0.582
O 2.88 -0.88 -3.17 -0.641
O 3.53 1.14 -4.41 -0.721
C 3.42 -0.18 4.88 0.470
F 2.71 -1.31 5.03 -0.189
F 4.71 -0.53 4.74 -0.274
F 3.00 0.39 3.75 -0.139
S 3.20 0.95 6.35 1.015
O 3.85 0.22 7.42 -0.688
O 3.83 2.19 5.93 -0.680
O 1.75 1.07 6.45 -0.489
C -4.58 2.12 -2.36 0.515
F -4.74 1.11 -1.51 -0.198
F -4.33 1.62 -3.58 -0.237
F -5.72 2.82 -2.46 -0.244
S -3.23 3.29 -1.81 1.152
O -3.51 3.49 -0.41 -0.643
O -2.03 2.51 -2.11 -0.168
O -3.35 4.45 -2.67 -0.713
C 1.62 -4.29 -0.26 -0.905
S 1.88 -6.06 -0.02 0.468
O 0.70 -6.73 -0.66 -0.656
C 3.33 -6.23 -1.14 -0.808
H 1.29 -4.06 -1.27 0.348
H 2.58 -3.78 -0.15 0.387
H 1.01 -3.87 0.54 0.286
H 4.27 -6.28 -0.61 0.304
H 3.28 -5.37 -1.82 0.190
H 3.14 -7.12 -1.74 0.362
C 5.05 1.29 -1.84 -0.783
S 5.93 1.99 -0.40 0.326
O 5.18 3.26 -0.10 -0.581
C 5.33 0.75 0.80 -0.560
H 5.55 0.38 -2.18 0.517
H 5.05 2.02 -2.64 0.395
H 4.01 1.19 -1.54 -0.024
H 5.65 -0.19 0.34 0.373
H 4.25 0.79 0.83 -0.122
H 5.85 0.86 1.75 0.429
C -3.16 -0.71 -5.58 -1.183
S -1.57 -0.83 -4.75 0.560
O -1.52 0.43 -3.93 -0.396
C -1.95 -2.15 -3.58 -0.765
H -3.26 -1.53 -6.29 0.429
H -3.17 0.23 -6.12 0.375
H -4.01 -0.71 -4.90 0.290
H -1.03 -2.49 -3.12 0.121
H -2.37 -3.03 -4.07 0.583
H -2.61 -1.77 -2.80 0.164
C -4.00 -2.09 0.91 -0.484
S -5.20 -2.62 2.18 0.345
O -4.84 -1.89 3.42 -0.527
C -6.53 -1.62 1.52 -0.929
H -3.03 -2.49 1.19 0.051
H -3.88 -1.01 1.06 0.098
H -4.21 -2.32 -0.13 0.487
H -7.35 -1.63 2.25 0.349
H -6.96 -1.99 0.59 0.358
H -6.24 -0.57 1.45 0.243
C -0.02 -2.89 5.21 -0.662
S -1.35 -1.72 5.64 0.195
O -0.66 -0.46 6.06 -0.401
C -1.97 -1.46 3.96 -0.143
H 0.62 -2.46 4.45 -0.063
H -0.48 -3.86 4.99 0.400
H 0.56 -3.00 6.13 0.355
H -2.29 -2.38 3.47 0.337
H -1.27 -0.95 3.30 -0.043
H -2.88 -0.88 4.08 -0.025
C 0.35 5.60 -2.38 -1.045
S 1.18 4.37 -1.33 0.268
O 0.62 3.06 -1.81 -0.164
C 2.83 4.53 -2.00 -0.691
H -0.66 5.71 -2.01 0.303
H 0.44 5.21 -3.40 0.294
H 0.85 6.57 -2.41 0.437
H 3.37 3.60 -1.93 -0.081
H 3.29 5.33 -1.41 0.487
H 2.85 4.98 -3.00 0.360
C -3.04 1.93 3.12 -0.117
S -1.67 2.82 3.94 0.188
O -0.89 1.91 4.83 -0.385
C -0.71 3.07 2.45 -0.498
H -2.67 1.26 2.35 -0.491
H -3.66 2.63 2.56 0.447
H -3.65 1.37 3.82 0.371
H -0.65 2.20 1.79 -0.220
H 0.31 3.38 2.69 0.448
H -1.24 3.82 1.85 0.354
```

Values from the calculation:
Charge: -2
Kohn-Sham gap (eV): 6.210
HOMO energy (Ha): -0.123

Entry 4:
The following is a DFT calculation (the ωB97M-V functional and the def2-TZVPD basis) of 2 unconnected molecules or ions with the total composition C5H11NO.

```
18
Properties=species:S:1:pos:R:3:mulliken_charge:R:1
C -1.81 0.33 -1.26 -1.257
C -0.64 -0.35 -0.61 0.452
C 0.25 0.22 0.22 -0.052
C 0.25 1.68 0.60 -1.449
N 1.20 -0.55 0.93 -0.449
C 2.13 -1.14 0.32 0.049
O 2.40 -1.13 -1.00 -0.498
H -1.74 1.43 -1.21 0.343
H -1.89 0.06 -2.32 0.323
H -2.74 0.03 -0.78 0.280
H -1.45 -1.52 2.13 0.114
H -0.58 -1.43 -0.75 0.445
H 1.70 -0.60 -1.43 0.413
H 0.72 2.30 -0.18 0.268
H -0.76 2.06 0.77 0.362
H 0.82 1.82 1.52 0.395
H -0.71 -1.46 2.19 -0.116
H 2.85 -1.75 0.86 0.378
```

Values from the calculation:
Kohn-Sham gap (eV): 9.587
HOMO energy (Ha): -0.320

no.,E (eV)
1,-15185.1694
2,-20160.8723
3,-258465.3287
4,-8899.4164